Below is 3 unconnected molecules or ions with the total composition C4H16N2O2, with properties calculated with wB97M-V/def2-TZVPD.

```
24
Properties=species:S:1:pos:R:3:forces:R:3
N -0.3995 0.8396 -1.6702 -0.7 0.1 0.0
C -0.0313 1.7199 -0.5131 -0.1 0.7 -0.1
C 1.2861 2.5225 -0.7588 -0.4 -0.8 -3.4
C 0.0969 0.8302 0.7086 -0.7 -0.3 -0.9
N -1.0446 -0.0658 0.9562 2.0 -1.0 2.5
C -1.0874 -0.5187 2.3991 1.4 -0.5 -0.6
H -1.4269 0.7414 -1.8509 1.3 0.4 0.5
H -0.0872 -0.1200 -1.4460 -0.9 1.1 -0.2
H -0.7234 2.6167 -0.3520 0.0 -1.8 -0.4
H 1.2950 2.6631 -1.8948 -0.5 0.4 1.3
H 2.2663 2.0190 -0.7524 -0.4 0.0 1.3
H 1.2034 3.5081 -0.3289 0.6 0.1 0.4
H 0.2496 1.4621 1.5541 0.6 0.3 0.9
H 0.9841 0.2092 0.4598 -0.2 0.2 0.8
H -1.9407 0.1858 0.6659 -1.3 1.1 -0.6
H -1.1306 0.2025 3.2218 0.6 0.9 -0.5
H -1.9937 -1.0194 2.6069 -1.0 -1.2 -0.4
H -0.2256 -1.2313 2.6031 -1.1 0.9 -0.3
H 2.7001 -1.1988 -1.7677 -2.9 -0.4 0.5
H 1.0389 -0.9488 -1.4252 2.8 -1.2 -0.6
O 1.7744 -1.6124 -1.6180 0.8 1.2 0.0
H -1.1726 -3.4938 0.0381 0.0 -0.5 0.0
H -0.8108 -2.0895 0.2477 0.0 2.2 -0.4
O -0.7372 -2.9183 0.6684 0.0 -1.8 0.5
```
Forces are in eV/Å.

Computed properties:
F_max	0.0686	Eh/bohr
DFT total energy	-11480.865	eV
Kohn-Sham gap	9.953	eV
total charge	0
SMILES	CNC[C@@H](C)N.O.O

Atom charges from the Mulliken analysis, given in e for atoms 1 to 8: atom 1 (N): -0.57, atom 2 (C): 0.49, atom 3 (C): -1.48, atom 4 (C): -0.88, atom 5 (N): -0.12, atom 6 (C): -1.02, atom 7 (H): 0.30, atom 8 (H): 0.43